{
  "formula": "C21H32N2O4S",
  "method": "wB97M-V/def2-TZVPD",
  "e_tot_ev": -44303.891,
  "relative_energy_kj_mol": 16.8,
  "e_homo_ev": -8.85,
  "homo_lumo_gap_ev": 9.01,
  "elements": ["C", "C", "C", "C", "C", "N", "C", "O", "C", "S", "C", "C", "C", "C", "C", "C", "C", "O", "O", "C", "C", "O", "N", "C", "C", "C", "C", "C", "H", "H", "H", "H", "H", "H", "H", "H", "H", "H", "H", "H", "H", "H", "H", "H", "H", "H", "H", "H", "H", "H", "H", "H", "H", "H", "H", "H", "H", "H", "H", "H"],
  "positions_angstrom": [[1.674, 2.693, -3.940], [2.346, 2.789, -2.575], [1.752, 1.800, -1.571], [2.231, 0.357, -1.797], [3.546, 0.075, -1.079], [1.218, -0.576, -1.343], [0.509, -1.355, -2.174], [0.709, -1.456, -3.365], [-0.601, -2.141, -1.481], [-1.612, -1.071, -0.399], [-1.897, 0.333, -1.433], [-1.977, 0.184, -2.813], [-2.130, 1.287, -3.630], [-2.212, 2.559, -3.085], [-2.160, 2.712, -1.715], [-2.013, 1.610, -0.872], [-1.978, 1.906, 0.578], [-1.687, 2.988, 1.024], [-2.337, 0.857, 1.340], [-2.372, 1.069, 2.749], [-1.601, -0.003, 3.526], [-1.049, 0.255, 4.575], [-1.649, -1.219, 2.966], [-0.929, -2.363, 3.485], [-1.896, -3.526, 3.687], [0.208, -2.755, 2.533], [1.182, -1.614, 2.234], [1.947, -1.140, 3.464], [0.616, 2.933, -3.856], [2.132, 3.389, -4.639], [1.761, 1.691, -4.352], [2.214, 3.801, -2.188], [3.418, 2.611, -2.678], [2.009, 2.105, -0.554], [0.664, 1.833, -1.661], [2.343, 0.165, -2.868], [3.421, 0.187, -0.003], [4.310, 0.771, -1.412], [3.884, -0.937, -1.289], [0.967, -0.539, -0.366], [-1.222, -2.649, -2.218], [-0.170, -2.886, -0.811], [-1.915, -0.793, -3.262], [-2.181, 1.146, -4.699], [-2.322, 3.421, -3.725], [-2.225, 3.688, -1.258], [-1.949, 2.052, 2.983], [-3.419, 1.046, 3.071], [-2.092, -1.321, 2.065], [-0.520, -2.052, 4.450], [-2.337, -3.821, 2.737], [-1.374, -4.380, 4.108], [-2.694, -3.237, 4.366], [0.755, -3.591, 2.974], [-0.237, -3.102, 1.596], [0.625, -0.771, 1.816], [1.893, -1.962, 1.480], [2.708, -0.417, 3.177], [1.279, -0.660, 4.174], [2.439, -1.977, 3.955]],
  "forces_ev_per_angstrom": [[0.2, 0.1, 0.1], [-0.2, -0.1, 0.1], [0.1, 0.0, -0.2], [0.0, 0.1, 0.0], [-0.2, 0.0, -0.3], [0.3, 0.1, 0.2], [-0.2, -0.3, 0.4], [0.0, -0.1, -0.5], [-0.5, 0.3, 0.0], [0.2, -0.6, -0.1], [-0.1, -0.1, 0.2], [0.0, 0.0, 0.0], [0.0, 0.1, 0.0], [0.0, 0.0, 0.0], [0.0, -0.1, 0.2], [0.0, 0.0, -0.4], [0.2, 0.5, 0.2], [-0.1, -0.2, -0.1], [-0.2, -0.1, 0.0], [0.1, 0.5, 0.7], [-0.3, 0.3, -0.6], [0.1, 0.2, 0.3], [-0.1, -0.3, -0.1], [0.1, -0.3, 0.1], [0.2, 0.2, 0.1], [0.0, 0.4, 0.1], [0.1, -0.2, 0.2], [-0.1, 0.0, -0.2], [-0.1, 0.0, 0.0], [0.0, 0.0, -0.1], [0.0, -0.1, -0.1], [0.1, 0.0, 0.0], [0.1, 0.1, 0.0], [-0.1, 0.0, 0.1], [0.0, 0.0, 0.0], [0.0, 0.0, 0.1], [0.0, 0.0, 0.1], [0.1, 0.1, 0.0], [0.1, -0.1, 0.0], [-0.1, -0.1, -0.1], [0.2, 0.0, 0.0], [0.0, 0.0, 0.0], [0.1, -0.1, 0.0], [0.0, 0.0, -0.1], [0.0, 0.1, 0.0], [0.0, 0.1, 0.0], [-0.1, -0.3, 0.0], [0.1, 0.0, -0.1], [0.0, 0.1, 0.0], [0.0, 0.0, -0.1], [-0.1, -0.1, -0.1], [0.0, -0.1, 0.0], [-0.1, 0.0, 0.1], [0.0, -0.1, 0.0], [0.0, -0.1, 0.0], [0.0, 0.0, -0.1], [0.0, 0.1, -0.1], [0.1, 0.1, 0.0], [0.0, 0.0, 0.1], [0.1, -0.1, 0.1]],
  "nbo_charge": [-0.61, -0.39, -0.41, -0.06, -0.61, -0.62, 0.67, -0.63, -0.63, 0.25, -0.15, -0.24, -0.16, -0.23, -0.16, -0.13, 0.78, -0.58, -0.52, -0.18, 0.66, -0.62, -0.62, -0.07, -0.60, -0.39, -0.41, -0.62, 0.20, 0.21, 0.21, 0.21, 0.19, 0.20, 0.21, 0.23, 0.20, 0.21, 0.22, 0.41, 0.24, 0.25, 0.23, 0.22, 0.22, 0.24, 0.25, 0.21, 0.41, 0.23, 0.20, 0.21, 0.22, 0.21, 0.19, 0.19, 0.20, 0.21, 0.23, 0.20]
}

=====

{
  "formula": "C21H32N2O4S",
  "method": "wB97M-V/def2-TZVPD",
  "e_tot_ev": -44303.791,
  "relative_energy_kj_mol": 26.4,
  "e_homo_ev": -8.53,
  "homo_lumo_gap_ev": 8.63,
  "elements": ["C", "C", "C", "C", "C", "N", "C", "O", "C", "S", "C", "C", "C", "C", "C", "C", "C", "O", "O", "C", "C", "O", "N", "C", "C", "C", "C", "C", "H", "H", "H", "H", "H", "H", "H", "H", "H", "H", "H", "H", "H", "H", "H", "H", "H", "H", "H", "H", "H", "H", "H", "H", "H", "H", "H", "H", "H", "H", "H", "H"],
  "positions_angstrom": [[-2.958, 1.546, 1.623], [-4.443, 1.425, 1.943], [-5.215, 0.517, 0.984], [-4.889, -0.976, 1.124], [-6.024, -1.837, 0.568], [-3.642, -1.326, 0.454], [-3.419, -1.219, -0.866], [-4.210, -0.791, -1.682], [-2.037, -1.715, -1.279], [-0.680, -1.006, -0.270], [-0.624, 0.665, -0.794], [-1.493, 1.197, -1.743], [-1.384, 2.520, -2.125], [-0.411, 3.346, -1.576], [0.454, 2.836, -0.632], [0.356, 1.504, -0.232], [1.263, 0.946, 0.770], [1.152, -0.191, 1.201], [2.222, 1.784, 1.161], [3.185, 1.307, 2.098], [4.291, 0.507, 1.379], [5.395, 0.971, 1.191], [3.895, -0.714, 0.997], [4.687, -1.584, 0.153], [4.890, -2.926, 0.852], [3.992, -1.771, -1.202], [3.692, -0.461, -1.933], [4.943, 0.341, -2.272], [-2.493, 2.287, 2.270], [-2.439, 0.603, 1.769], [-2.818, 1.862, 0.592], [-4.888, 2.422, 1.895], [-4.568, 1.060, 2.966], [-6.281, 0.644, 1.179], [-5.029, 0.818, -0.047], [-4.745, -1.214, 2.183], [-6.939, -1.659, 1.125], [-5.770, -2.892, 0.644], [-6.191, -1.592, -0.477], [-2.880, -1.663, 1.022], [-1.967, -2.787, -1.089], [-1.863, -1.535, -2.338], [-2.272, 0.599, -2.183], [-2.072, 2.910, -2.859], [-0.336, 4.377, -1.884], [1.218, 3.453, -0.187], [3.623, 2.198, 2.549], [2.694, 0.686, 2.855], [2.936, -0.998, 1.166], [5.653, -1.090, 0.018], [5.504, -3.580, 0.238], [5.386, -2.781, 1.808], [3.931, -3.410, 1.025], [4.627, -2.397, -1.831], [3.051, -2.303, -1.037], [3.023, 0.154, -1.326], [3.158, -0.703, -2.856], [4.682, 1.197, -2.891], [5.424, 0.713, -1.371], [5.654, -0.274, -2.819]],
  "forces_ev_per_angstrom": [[-0.2, 0.1, 0.2], [0.0, 0.0, -0.2], [0.1, 0.0, 0.4], [-0.5, 0.1, -0.3], [0.1, 0.1, 0.1], [0.0, -0.2, 0.4], [0.6, -0.3, 0.0], [-0.4, 0.2, -0.3], [0.4, 0.5, 0.1], [-0.5, -1.0, -0.4], [0.1, 0.0, 0.1], [0.0, 0.0, 0.0], [0.1, 0.1, 0.0], [-0.1, 0.1, 0.0], [0.0, -0.1, 0.1], [-0.2, 0.1, -0.2], [0.1, -0.4, 0.3], [0.3, 0.6, 0.2], [-0.1, 0.3, -0.3], [0.4, -0.2, 0.3], [-0.6, 0.3, 0.4], [0.4, 0.3, 0.0], [-0.1, -0.5, -0.1], [0.1, -0.3, -0.1], [0.1, 0.3, -0.1], [0.0, 0.4, 0.1], [0.1, -0.2, -0.1], [-0.2, 0.0, 0.1], [0.1, 0.1, 0.0], [0.1, -0.1, 0.0], [0.1, 0.0, -0.1], [0.0, 0.0, 0.1], [-0.1, 0.1, 0.1], [-0.1, 0.0, -0.1], [-0.1, 0.0, -0.1], [0.0, 0.0, -0.1], [-0.1, 0.0, 0.1], [0.0, -0.1, 0.0], [-0.1, 0.0, -0.1], [0.0, 0.1, -0.1], [0.1, 0.0, 0.0], [-0.2, 0.0, 0.0], [-0.1, -0.1, 0.0], [-0.1, 0.0, -0.1], [0.0, 0.1, 0.0], [0.1, 0.1, 0.0], [0.0, -0.2, -0.1], [0.0, 0.1, -0.1], [0.1, 0.2, 0.1], [-0.1, -0.1, 0.0], [0.0, -0.1, -0.1], [0.0, 0.0, 0.1], [-0.1, -0.1, 0.0], [0.0, -0.1, 0.0], [0.0, -0.1, 0.0], [-0.1, 0.0, 0.0], [-0.1, 0.0, 0.0], [0.1, 0.1, -0.1], [0.1, 0.1, 0.1], [0.1, 0.0, -0.1]],
  "nbo_charge": [-0.61, -0.39, -0.41, -0.04, -0.62, -0.62, 0.67, -0.64, -0.65, 0.34, -0.14, -0.27, -0.15, -0.24, -0.15, -0.15, 0.79, -0.63, -0.49, -0.16, 0.65, -0.62, -0.63, -0.06, -0.60, -0.40, -0.39, -0.62, 0.21, 0.20, 0.21, 0.20, 0.19, 0.21, 0.23, 0.20, 0.21, 0.21, 0.23, 0.41, 0.25, 0.24, 0.24, 0.22, 0.22, 0.23, 0.22, 0.21, 0.43, 0.23, 0.21, 0.22, 0.20, 0.20, 0.20, 0.19, 0.20, 0.21, 0.22, 0.20]
}

=====

{
  "formula": "C21H32N4O4V",
  "method": "wB97M-V/def2-TZVPD",
  "e_tot_ev": -62122.214,
  "relative_energy_kj_mol": 6.6,
  "e_homo_ev": [-13.64, -13.72],
  "homo_lumo_gap_ev": [8.30, 8.39],
  "multiplicity": 4,
  "total_charge": 2,
  "elements": ["V", "O", "C", "C", "O", "O", "C", "C", "C", "C", "C", "C", "C", "C", "C", "C", "C", "C", "H", "H", "H", "H", "H", "H", "H", "H", "H", "H", "H", "C", "N", "C", "C", "O", "N", "C", "C", "H", "H", "H", "H", "H", "H", "H", "H", "H", "H", "H", "H", "N", "C", "C", "N", "H", "H", "H", "H", "H", "H", "H", "H", "H"],
  "positions_angstrom": [[-0.055, 0.486, -0.177], [0.892, -1.025, -1.387], [0.853, -2.090, -0.358], [-0.676, -2.181, -0.012], [-1.336, -3.170, -0.272], [-1.144, -1.076, 0.453], [1.618, -1.485, 0.801], [1.219, -1.720, 2.120], [1.981, -1.242, 3.174], [3.137, -0.512, 2.927], [3.536, -0.263, 1.622], [2.786, -0.753, 0.561], [1.373, -3.381, -0.935], [2.316, -4.139, -0.255], [2.783, -5.327, -0.800], [2.323, -5.755, -2.034], [1.380, -5.001, -2.720], [0.899, -3.827, -2.167], [0.918, -1.427, -2.268], [0.316, -2.281, 2.325], [1.673, -1.439, 4.192], [3.731, -0.146, 3.754], [4.445, 0.290, 1.427], [3.122, -0.597, -0.456], [2.695, -3.806, 0.703], [3.516, -5.912, -0.260], [2.693, -6.677, -2.462], [1.011, -5.338, -3.680], [0.119, -3.283, -2.694], [-0.651, 5.235, 2.716], [-1.052, 4.050, 1.965], [-2.328, 3.467, 2.354], [-0.247, 3.407, 1.115], [-0.452, 2.197, 0.817], [0.845, 4.042, 0.607], [1.839, 3.200, -0.034], [0.768, 5.408, 0.085], [-0.899, 5.072, 3.765], [-1.180, 6.125, 2.373], [0.420, 5.390, 2.637], [-3.096, 4.239, 2.313], [-2.275, 3.078, 3.372], [-2.587, 2.657, 1.682], [1.473, 2.769, -0.977], [2.165, 2.407, 0.639], [2.705, 3.813, -0.274], [-0.132, 5.902, 0.430], [0.744, 5.381, -1.007], [1.635, 5.985, 0.405], [-4.751, -1.966, -1.918], [-3.981, -0.809, -2.512], [-2.860, -0.498, -1.520], [-1.845, 0.471, -1.939], [-5.478, -2.312, -2.548], [-5.200, -1.701, -1.037], [-4.112, -2.742, -1.702], [-4.685, 0.002, -2.685], [-3.599, -1.162, -3.469], [-2.362, -1.446, -1.318], [-3.279, -0.176, -0.566], [-2.243, 1.396, -2.072], [-1.427, 0.195, -2.822]],
  "forces_ev_per_angstrom": [[-0.3, -0.1, -0.4], [-0.2, -0.1, 0.0], [-0.3, -0.3, -0.1], [0.2, -0.5, -0.1], [-0.1, 0.1, 0.0], [0.2, 0.5, 0.2], [0.1, -0.1, 0.1], [0.0, 0.0, 0.0], [0.0, 0.0, 0.0], [0.0, 0.0, 0.0], [0.0, 0.0, 0.0], [-0.1, 0.1, 0.0], [0.3, 0.1, 0.1], [0.0, 0.1, 0.0], [0.0, 0.0, 0.0], [0.0, 0.0, 0.0], [0.0, 0.0, 0.0], [0.0, 0.0, 0.0], [0.0, 0.1, 0.1], [0.0, 0.0, 0.0], [0.0, 0.0, 0.0], [0.0, 0.0, 0.0], [0.0, 0.0, 0.0], [0.0, 0.0, 0.0], [0.0, 0.0, 0.0], [0.0, 0.0, 0.0], [0.0, 0.0, 0.0], [0.0, 0.0, 0.0], [0.0, 0.0, 0.0], [0.0, 0.0, 0.1], [0.0, 0.0, -0.1], [0.0, 0.0, 0.0], [0.3, 0.3, 0.2], [-0.3, -0.3, -0.1], [-0.1, -0.1, -0.1], [0.0, 0.0, 0.0], [0.0, 0.0, 0.0], [0.0, 0.0, 0.0], [0.0, 0.0, 0.0], [0.0, 0.0, 0.0], [0.0, 0.0, 0.0], [0.0, 0.0, 0.0], [0.0, 0.0, 0.0], [0.0, 0.0, -0.1], [0.0, 0.0, 0.0], [0.0, 0.0, 0.0], [0.0, 0.0, 0.0], [0.0, 0.0, 0.0], [0.0, 0.0, 0.0], [0.0, 0.0, 0.0], [0.1, 0.0, 0.0], [-0.1, -0.2, -0.1], [0.2, 0.2, 0.4], [0.0, 0.0, 0.0], [0.0, 0.0, 0.0], [0.0, 0.0, 0.0], [0.0, 0.0, 0.0], [0.0, 0.1, 0.0], [-0.1, 0.1, 0.0], [0.0, 0.0, 0.0], [0.0, 0.0, 0.0], [0.0, 0.0, 0.0]],
  "nbo_charge": [1.44, -0.78, 0.09, 0.76, -0.63, -0.83, -0.14, -0.13, -0.21, -0.17, -0.21, -0.22, 0.00, -0.22, -0.17, -0.18, -0.19, -0.23, 0.52, 0.23, 0.24, 0.24, 0.24, 0.24, 0.23, 0.23, 0.23, 0.23, 0.19, -0.42, -0.39, -0.40, 0.81, -0.82, -0.43, -0.40, -0.41, 0.23, 0.21, 0.23, 0.22, 0.22, 0.22, 0.18, 0.22, 0.24, 0.22, 0.21, 0.22, -0.67, -0.23, -0.25, -0.84, 0.45, 0.45, 0.46, 0.23, 0.23, 0.24, 0.22, 0.39, 0.39]
}

=====

{
  "formula": "C21H32N6ORbS3",
  "method": "wB97M-V/def2-TZVPD",
  "e_tot_ev": -66446.322,
  "relative_energy_kj_mol": 39.7,
  "e_homo_ev": -2.83,
  "homo_lumo_gap_ev": 4.57,
  "total_charge": -1,
  "elements": ["Rb", "C", "C", "N", "C", "C", "C", "C", "C", "C", "C", "N", "C", "C", "N", "N", "H", "H", "H", "H", "H", "H", "H", "H", "H", "H", "H", "H", "H", "H", "H", "H", "H", "H", "S", "C", "C", "N", "C", "S", "C", "N", "C", "C", "C", "S", "O", "C", "C", "C", "H", "H", "H", "H", "H", "H", "H", "H", "H", "H", "H", "H", "H", "H"],
  "positions_angstrom": [[-9.379, 8.004, 15.875], [-8.802, 6.821, 19.662], [-8.025, 5.738, 18.921], [-7.485, 6.191, 17.634], [-6.949, 5.139, 16.804], [-8.089, 4.219, 16.377], [-7.925, 2.844, 16.295], [-9.001, 2.013, 16.004], [-10.255, 2.617, 15.985], [-10.341, 3.966, 16.110], [-11.728, 4.636, 16.205], [-11.609, 5.747, 17.077], [-11.525, 5.388, 18.467], [-11.282, 6.605, 19.317], [-10.038, 7.290, 18.986], [-9.281, 4.783, 16.216], [-8.171, 7.707, 19.766], [-9.113, 6.379, 20.619], [-8.715, 4.898, 18.777], [-7.177, 5.312, 19.477], [-6.779, 6.865, 17.819], [-6.148, 4.515, 17.258], [-6.505, 5.591, 15.919], [-6.936, 2.446, 16.412], [-8.912, 0.942, 15.855], [-11.165, 2.029, 15.857], [-12.446, 3.941, 16.625], [-12.083, 4.955, 15.195], [-12.090, 6.599, 16.805], [-10.727, 4.652, 18.594], [-12.424, 4.895, 18.869], [-11.330, 6.234, 20.343], [-12.093, 7.315, 19.138], [-10.169, 8.273, 19.155], [-9.717, 11.004, 14.740], [-11.097, 11.084, 15.748], [-11.204, 12.321, 16.502], [-11.220, 13.300, 17.102], [-12.092, 10.146, 15.929], [-12.316, 8.649, 15.133], [-13.148, 10.445, 16.841], [-14.082, 10.560, 17.495], [-4.772, 7.759, 9.897], [-5.979, 7.569, 10.826], [-6.480, 6.164, 10.897], [-7.313, 5.754, 12.487], [-6.800, 6.727, 13.503], [-8.987, 6.218, 12.091], [-9.350, 7.681, 11.813], [-10.844, 7.947, 11.887], [-4.523, 8.837, 9.906], [-4.965, 7.496, 8.876], [-3.916, 7.216, 10.207], [-6.777, 8.228, 10.492], [-5.671, 7.858, 11.836], [-5.649, 5.419, 10.788], [-7.190, 5.888, 10.093], [-9.519, 5.885, 13.000], [-9.315, 5.505, 11.335], [-8.963, 7.956, 10.858], [-8.847, 8.280, 12.564], [-11.375, 7.739, 10.940], [-11.048, 9.007, 12.168], [-11.334, 7.341, 12.660]],
  "forces_ev_per_angstrom": [[0.2, -0.2, 0.1], [-0.8, 0.1, -0.4], [0.0, -0.4, -0.6], [-0.7, -0.2, 0.2], [-0.2, -0.5, -0.5], [-0.2, 0.1, 0.2], [0.2, -0.6, -0.5], [-0.2, 0.6, 0.3], [0.2, -1.6, -0.4], [-0.8, 1.5, -0.2], [0.7, 0.5, -0.7], [-0.1, 0.4, 0.2], [-0.3, 0.3, -0.6], [0.4, 0.0, -0.3], [0.6, -0.2, 0.1], [-0.2, -0.5, 0.1], [0.0, -0.1, 0.4], [0.5, 0.3, 0.3], [0.2, 0.2, -0.3], [-0.3, 0.2, 0.7], [0.7, 0.6, 0.1], [-0.3, 0.2, 0.1], [0.0, 0.1, -0.2], [0.4, -0.3, 0.1], [0.2, 0.1, 0.1], [0.2, 0.1, 0.1], [-0.3, -0.7, -0.2], [0.3, -0.2, 0.7], [-0.2, 0.0, 0.2], [0.2, 0.0, 0.0], [-0.3, -0.1, -0.1], [0.1, 0.4, 0.5], [0.0, -0.1, 0.2], [0.1, 0.2, 0.1], [0.6, -0.1, -0.6], [-0.6, 0.1, 0.5], [0.1, -0.8, -0.3], [-0.1, 0.5, 0.3], [0.5, 1.0, 0.2], [-0.2, -1.0, -0.6], [0.3, -0.1, -0.5], [-0.7, 0.3, 0.8], [-0.8, 1.3, 0.3], [0.6, 0.4, -0.2], [0.0, -1.6, -0.5], [0.5, 0.1, -0.2], [-0.1, -0.1, 0.1], [-1.0, -0.1, 0.6], [0.1, -0.7, 0.6], [-0.9, 0.5, 0.0], [0.1, -0.5, -0.1], [-0.3, -0.2, -0.6], [0.8, -0.6, 0.5], [-0.1, 0.2, 0.2], [-0.2, 0.2, -0.1], [-0.5, 0.6, 0.3], [0.2, 0.3, 0.3], [0.1, 0.2, -0.1], [0.0, 0.0, -0.3], [0.3, 0.4, -0.8], [0.2, 0.2, 0.1], [0.3, 0.0, 0.3], [0.2, -0.8, -0.2], [0.2, 0.2, -0.1]],
  "nbo_charge": [0.90, -0.22, -0.23, -0.62, -0.26, 0.23, -0.28, -0.16, -0.28, 0.22, -0.24, -0.67, -0.21, -0.22, -0.63, -0.44, 0.19, 0.17, 0.20, 0.17, 0.36, 0.16, 0.24, 0.21, 0.21, 0.21, 0.17, 0.23, 0.43, 0.17, 0.16, 0.16, 0.22, 0.37, -0.48, -0.32, 0.30, -0.41, -0.36, -0.51, 0.29, -0.41, -0.59, -0.43, -0.60, 1.25, -1.00, -0.62, -0.42, -0.62, 0.21, 0.19, 0.20, 0.21, 0.24, 0.22, 0.22, 0.23, 0.22, 0.19, 0.24, 0.19, 0.27, 0.22]
}